1.
99
Properties=species:S:1:pos:R:3:mulliken_charge:R:1 method="wB97M-V/def2-TZVPD" fmax_ha_per_bohr=0.023 multiplicity=1 e_homo_ev="-12.535 / -12.593" lumo_ha="-0.265 / -0.267" total_charge=+2
Au 0.670 0.545 -0.317 1.0181
C 3.755 -1.399 -3.039 -1.2114
C 2.416 -1.098 -3.690 -0.7155
P 1.231 -2.104 -2.766 1.1833
C 1.094 -3.682 -3.614 1.0420
C -0.028 -3.959 -4.393 -0.5886
C -0.077 -5.126 -5.135 -0.7236
C 0.983 -6.018 -5.101 -0.6190
C 2.096 -5.753 -4.314 -0.8255
C 2.153 -4.591 -3.565 -0.6044
C -0.403 -1.368 -2.784 0.4486
C -1.387 -1.946 -1.975 -0.2422
C -2.685 -1.467 -2.007 -0.7698
C -3.008 -0.408 -2.845 -0.6650
C -2.038 0.171 -3.650 -0.9280
C -0.737 -0.304 -3.623 -0.5291
C 3.810 -0.834 -1.628 -1.1819
P 2.500 -1.360 -0.456 2.2295
C 3.027 -0.595 1.106 0.4140
C 2.508 -1.096 2.299 -0.5940
C 2.866 -0.524 3.503 -0.7617
C 3.742 0.556 3.527 -0.5626
C 4.254 1.064 2.343 -0.8425
C 3.890 0.501 1.132 -0.5449
C 2.643 -3.120 -0.107 0.7828
C 3.886 -3.617 0.294 -0.6359
C 4.024 -4.960 0.591 -0.7447
C 2.920 -5.802 0.531 -0.6343
C 1.678 -5.302 0.171 -0.5955
C 1.543 -3.961 -0.151 -0.2955
H 4.569 -0.964 -3.621 0.5294
H 3.928 -2.479 -3.024 0.1166
H 2.391 -1.381 -4.745 0.5752
H 2.165 -0.042 -3.584 0.5136
H -0.858 -3.268 -4.425 0.4203
H -0.945 -5.336 -5.743 0.4457
H 0.940 -6.925 -5.686 0.4190
H 2.917 -6.454 -4.280 0.4543
H 3.012 -4.405 -2.937 0.1887
H -1.139 -2.785 -1.334 0.2370
H -3.446 -1.923 -1.389 0.5604
H -4.024 -0.039 -2.877 0.4748
H -2.295 0.990 -4.304 0.4764
H 0.010 0.157 -4.250 0.4648
H 3.730 0.255 -1.666 0.4598
H 4.766 -1.096 -1.163 0.7441
H 1.839 -1.948 2.287 0.4242
H 2.480 -0.930 4.426 0.5086
H 4.036 0.990 4.472 0.4791
H 4.943 1.897 2.360 0.4846
H 4.286 0.922 0.220 0.2794
H 4.743 -2.961 0.373 0.3788
H 4.989 -5.350 0.880 0.4800
H 3.030 -6.849 0.777 0.4463
H 0.817 -5.953 0.135 0.4959
H 0.568 -3.573 -0.436 0.0678
S 0.849 2.464 1.329 -0.2186
C -0.418 2.101 2.356 0.6608
N -0.687 2.831 3.425 0.2304
C -1.841 2.518 4.259 -0.9573
C -2.970 2.079 3.358 -0.6020
N -2.518 0.925 2.577 0.0118
C -3.553 -0.074 2.272 -1.0292
C -4.690 0.590 1.539 0.5177
C -4.429 1.299 0.370 -0.0214
C -5.464 1.909 -0.315 -0.8871
C -6.766 1.805 0.156 -0.5008
C -7.031 1.094 1.314 -0.6785
C -5.992 0.492 2.010 -0.4090
C -1.298 0.889 2.105 0.0581
S -0.701 -0.494 1.295 -0.5028
C 0.129 4.013 3.756 -2.0152
C -0.181 5.180 2.850 1.1326
C -1.469 5.705 2.794 -0.0799
C -1.752 6.777 1.965 -0.9388
C -0.746 7.339 1.191 -0.4480
C 0.541 6.830 1.251 -0.7751
C 0.821 5.750 2.075 -0.2293
H -2.121 3.416 4.807 0.5399
H -1.576 1.741 4.982 0.3214
H -3.269 2.878 2.672 0.3271
H -3.844 1.771 3.931 0.5726
H -3.883 -0.506 3.219 0.4376
H -3.089 -0.862 1.678 0.3191
H -3.416 1.373 -0.008 0.5380
H -5.259 2.467 -1.216 0.4848
H -7.573 2.280 -0.381 0.4194
H -8.043 1.011 1.680 0.4231
H -6.201 -0.060 2.917 0.4353
H 1.180 3.728 3.677 0.6471
H -0.082 4.247 4.801 0.6278
H -2.257 5.296 3.413 0.3296
H -2.751 7.185 1.934 0.4251
H -0.965 8.180 0.550 0.4246
H 1.326 7.267 0.653 0.4219
H 1.824 5.349 2.114 0.4160
S 1.871 4.159 -2.342 -0.3386
C 1.778 2.619 -2.014 0.5596
N 1.738 1.449 -1.799 -1.0775



2.
35
Properties=species:S:1:pos:R:3:mulliken_charge:R:1 method="wB97M-V/def2-TZVPD" fmax_ha_per_bohr=0.086 multiplicity=1 e_homo_ev=-11.610 lumo_ha=-0.087 total_charge=+1
C 4.612 0.728 -1.079 -1.2251
C 3.475 -1.255 -0.232 -1.1446
C -0.002 2.755 0.137 -0.7834
C -2.579 2.394 0.455 -1.0256
C -1.923 -3.826 0.436 -0.9338
C -2.607 -1.381 1.097 -0.9504
C 3.372 -0.135 -0.995 0.8393
C -0.617 -1.865 -0.158 0.1573
N -0.355 -0.563 -0.181 -0.0155
N -1.227 1.935 0.550 -0.4429
N -1.695 -2.374 0.424 0.0319
N 2.122 0.315 -1.497 -0.5527
H 4.455 1.370 -2.024 0.3508
H 4.772 1.250 -0.113 0.2657
H 5.443 0.159 -1.360 0.4123
H 0.144 -2.529 -0.636 0.3532
H 4.456 -1.608 0.042 0.3011
H 2.719 -1.994 0.054 0.1366
H 0.872 1.985 0.128 0.1328
H -0.074 3.199 -0.842 0.3239
H 0.257 3.520 0.930 0.2970
H -3.031 3.311 0.831 0.3695
H -2.972 2.277 -0.580 0.3360
H -3.365 1.718 1.005 0.2094
H -1.622 -4.292 -0.473 0.3680
H -1.372 -4.179 1.263 0.3865
H -3.107 -4.029 0.606 0.2980
H -2.130 -0.751 1.836 0.3485
H -3.207 -0.856 0.213 0.2632
H -3.235 -1.954 1.778 0.4152
H -0.836 0.334 0.207 0.4971
H 0.581 -0.265 -0.515 0.1555
H 1.703 -0.278 -2.279 0.2924
H 2.320 1.276 -1.856 0.2305
H -1.170 1.621 1.490 0.3024



3.
61
Properties=species:S:1:pos:R:3:mulliken_charge:R:1 method="wB97M-V/def2-TZVPD" fmax_ha_per_bohr=0.105 multiplicity=1 e_homo_ev=-1.759 lumo_ha=0.089 total_charge=-1
Cl 0.737 -2.282 4.033 -0.3170
B 0.811 -0.634 3.341 0.8602
Cl -0.024 0.599 4.310 -0.2945
Cl 2.799 0.054 3.563 -0.3128
O 0.679 -0.513 1.842 -0.2608
C -0.363 -0.182 1.050 -0.9981
C -1.671 -0.471 1.636 1.1032
C -2.415 0.633 2.032 -0.1509
C -3.644 0.401 2.631 -0.6862
C -4.061 -0.910 2.921 -0.6558
C -3.267 -1.987 2.550 -0.9491
C -2.006 -1.780 2.017 -0.0970
H -0.140 0.686 0.438 0.3663
H -2.019 1.648 1.858 0.2977
H -4.297 1.254 2.819 0.3941
H -5.037 -1.080 3.361 0.3995
H -3.640 -3.017 2.631 0.3686
H -1.321 -2.602 1.791 0.5035
C 0.403 -0.670 -4.587 -1.3870
C -0.136 -0.276 -3.272 0.6222
C -0.414 1.040 -2.888 -0.8939
C -1.072 1.115 -1.643 -0.7322
C -1.369 -0.176 -1.093 0.9556
B 2.661 0.363 1.821 0.4257
C -2.744 -0.594 -1.029 0.6724
C -3.746 0.393 -0.807 -0.4570
C -5.031 0.005 -0.476 -0.8467
C -5.323 -1.357 -0.331 0.4800
Cl -6.803 -1.809 0.402 -0.2746
C -4.399 -2.348 -0.705 -0.8199
C -3.099 -1.968 -1.043 -0.5533
O 3.045 -0.591 0.932 -0.2533
C 3.680 0.151 -0.112 2.1436
C 5.086 -0.452 -0.168 -1.8946
C 2.933 -0.206 -1.376 -1.8885
C 3.489 1.684 0.322 1.6805
C 4.773 2.285 0.890 -1.8536
C 2.962 2.604 -0.760 -1.6838
O 2.477 1.614 1.339 -0.3554
S -0.409 -1.402 -2.019 -0.5756
H 0.460 0.232 -5.208 0.3527
H 1.405 -1.112 -4.446 0.2590
H -0.259 -1.385 -5.095 0.2922
H -0.234 1.891 -3.563 0.2646
H -1.408 2.043 -1.169 0.5444
H -3.506 1.448 -0.913 0.3443
H -5.793 0.754 -0.270 0.3827
H -4.692 -3.401 -0.639 0.3821
H -2.382 -2.749 -1.316 0.2879
H 5.659 0.020 -0.972 0.3615
H 5.627 -0.330 0.787 0.3387
H 4.976 -1.527 -0.376 0.4120
H 3.404 0.279 -2.235 0.3246
H 2.952 -1.298 -1.482 0.6220
H 1.874 0.069 -1.271 -0.2834
H 5.516 2.296 0.087 0.3637
H 4.649 3.328 1.227 0.4352
H 5.204 1.702 1.723 0.2668
H 3.616 2.588 -1.643 0.3164
H 1.962 2.302 -1.076 0.2071
H 2.886 3.629 -0.373 0.4436



4.
88
Properties=species:S:1:pos:R:3:mulliken_charge:R:1 method="wB97M-V/def2-TZVPD" fmax_ha_per_bohr=0.322 multiplicity=1 e_homo_ev=-7.337 lumo_ha=0.012
C 5.468 4.439 0.631 -0.9552
O 6.095 3.181 0.156 -0.5058
C 5.265 2.255 -0.204 0.1619
C 5.802 1.013 -0.737 -0.5874
C 5.078 -0.260 -1.250 -1.2755
C 3.617 -0.214 -0.916 0.8054
C 2.940 0.848 -0.263 0.4969
C 3.692 2.137 -0.154 -0.1939
O 2.968 3.175 0.478 -0.4723
C 1.773 3.338 0.148 0.3942
C 1.327 3.621 -1.171 0.2223
C -0.022 3.790 -1.655 -0.8245
C -0.874 3.746 -0.708 0.9666
C -0.509 3.996 0.782 -0.6863
C 0.761 3.627 0.996 -0.3623
H 0.985 3.594 2.290 -0.0256
H -1.240 3.931 1.557 0.4097
C -2.359 4.117 -0.907 -2.2057
H -2.673 4.961 -0.337 0.7637
H -2.394 4.696 -1.850 0.3514
C -3.227 2.867 -1.137 -1.5252
N -4.678 3.298 -0.556 0.1623
C -5.514 2.400 -1.255 -1.6971
H -5.509 2.429 -2.222 0.6412
H -5.338 1.404 -1.285 0.5654
H -6.430 2.589 -1.010 0.5831
C -4.731 3.167 0.717 -0.7309
H -4.043 4.314 1.028 0.3132
H -5.849 3.639 1.011 0.2641
C -4.403 2.042 1.591 -1.9280
C -3.190 1.502 0.959 1.7766
C -2.658 1.717 -0.330 1.2419
C -1.533 1.023 -0.666 -0.6076
C -1.088 -0.218 0.001 -1.0089
C -1.635 -0.474 1.288 0.6813
C -2.631 0.535 1.783 -1.5556
H -3.105 0.100 2.521 0.8713
O -1.017 -1.429 2.212 0.0360
C -1.629 -1.861 3.148 -0.9307
H -1.690 -1.018 4.015 0.2660
H -0.946 -2.848 3.599 0.1468
H -2.789 -2.136 3.206 0.2795
O -0.107 -0.842 -0.475 0.1174
C -0.109 -2.312 -0.433 -0.6033
C -1.363 -2.797 -0.747 0.7657
C -1.106 -4.320 -0.649 -0.1162
C 0.017 -5.038 -0.394 -1.6609
C 1.262 -4.396 -0.227 0.3483
C 1.168 -2.768 -0.370 0.5630
C 2.275 -1.998 0.012 -1.4174
N 3.535 -2.800 0.442 0.5627
C 3.513 -2.902 1.881 -0.9571
H 3.811 -1.885 2.249 0.3662
H 2.624 -3.450 2.436 0.2474
H 4.440 -3.634 2.373 0.2603
C 3.669 -4.032 0.033 -1.5073
H 3.758 -3.999 -1.310 0.1515
H 4.437 -4.628 0.260 0.6814
C 2.422 -4.925 0.017 -0.9058
H 2.599 -5.890 -0.388 0.7902
H 2.425 -5.486 0.929 0.5204
H 2.219 -1.296 0.789 1.3658
C 2.904 -1.324 -1.391 -0.5033
H 1.816 -1.047 -1.766 -0.0038
H 3.454 -2.118 -1.917 0.6252
H -0.047 -6.082 -0.386 0.6282
O -2.372 -5.128 -0.791 -0.5178
C -3.490 -4.571 0.002 -0.7144
H -3.493 -4.810 1.026 0.2554
H -4.228 -5.388 0.018 0.3448
H -3.872 -3.577 -0.266 0.2106
O -2.360 -2.159 -0.830 -0.1181
C -2.706 -1.889 -2.327 -1.3340
H -2.735 -2.565 -3.032 0.5795
H -1.731 -1.451 -2.748 0.2716
H -3.436 -1.274 -2.449 0.5148
H -1.196 1.294 -1.699 0.3962
H -4.299 2.349 2.531 0.6017
H -5.062 1.461 1.260 0.6249
H -3.155 2.479 -1.983 1.1050
H -0.257 3.727 -2.531 1.0547
H 2.226 3.124 -1.954 0.0453
H 1.910 0.898 -0.106 0.2337
H 5.627 -1.042 -1.386 0.5240
H 7.033 1.214 -0.941 0.1221
H 4.804 4.512 1.427 0.2412
H 4.826 4.961 -0.304 0.2222
H 6.281 4.771 0.612 0.6957



5.
13
Properties=species:S:1:pos:R:3:mulliken_charge:R:1 method="wB97M-V/def2-TZVPD" fmax_ha_per_bohr=0.075 multiplicity=1 e_homo_ev=-7.737 lumo_ha=0.015
C -2.359 -0.214 -0.032 0.5000
C -0.148 1.006 -0.449 -0.4135
C -1.088 0.026 0.237 -0.4783
C 0.427 -0.306 -0.944 -0.2685
C 1.602 -0.819 -0.159 -1.0530
N -3.555 -0.380 -0.180 -0.4865
H -0.655 1.598 -1.184 0.2969
H 0.302 1.704 0.149 0.3014
H -0.583 -0.561 1.038 0.3168
H 2.057 -0.140 0.721 0.2444
H 2.268 -0.725 -0.980 0.3902
H 1.414 -1.829 -0.006 0.3715
H -4.220 -0.019 0.442 0.2786